The following is a quantum chemistry calculation of a single FH5Si2 molecule at a distorted geometry, from OMol25.

Geometry (Å):
F -0.008 1.493 -1.872
Si -0.186 -0.010 1.120
Si 0.237 -0.048 -1.324
H 0.344 -1.026 1.895
H -1.638 -0.171 1.536
H 0.110 1.097 2.002
H -0.522 -1.002 -2.164
H 1.664 -0.333 -1.193

The calculation puts the LUMO energy at 0.4 eV. Its energy relative to the best compared isomer or geometry (same formula, charge and spin) is 0.00 kJ/mol. As for the SMILES: F[SiH2][SiH3]. Its orbital gap is 0.3973 Ha.



The following is a quantum chemistry calculation of a molecular structure, FHMgO2S at a distorted geometry, from OMol25.

Geometry (Å):
S -0.995 -0.665 -0.200
F 1.814 2.415 -1.216
O -0.515 -1.890 -1.008
Mg 0.706 1.043 -0.865
O -0.532 -0.875 1.415
H -0.479 -0.028 1.875

The calculation puts the LUMO energy at -1.1 eV. Its energy relative to the best compared isomer or geometry (same formula, charge and spin) is 0.00 kJ/mol. Its orbital gap is 0.2672 Ha.



The following is a quantum chemistry calculation of 2 unconnected molecules or ions with the total composition FHN2O at a distorted geometry, from OMol25.

Geometry (Å):
N 2.418 0.132 -0.064
N 2.411 1.146 -0.508
O 2.590 -0.952 0.326
F -0.246 -0.840 -0.158
H 0.475 -1.484 -0.221

The calculation puts the LUMO energy at 0.9 eV. Its energy relative to the best compared isomer or geometry (same formula, charge and spin) is 0.00 kJ/mol. As for the SMILES: N#[N+][O-].F. Its orbital gap is 0.4890 Ha.



The following is a quantum chemistry calculation of a molecular structure, FHN2O at a distorted geometry, from OMol25.

Geometry (Å):
N 0.094 0.743 0.122
N -0.809 -0.007 -0.224
O 1.657 -0.209 -0.077
F -1.945 0.821 -0.013
H 1.003 -1.348 0.191

The calculation puts the LUMO energy (alpha / beta) at -0.7 / -3.2 eV. Its energy relative to the best compared isomer or geometry (same formula, charge and spin) is 156.98 kJ/mol. Its orbital gap (alpha / beta) is 0.3116 / 0.3074 Ha. The spin multiplicity is 3. Its expectation value of S² is 2.02.



The following is a quantum chemistry calculation of 2 unconnected molecules or ions with the total composition FHN4 at a distorted geometry, from OMol25.

Geometry (Å):
N 0.094 -0.532 0.371
N -0.316 -1.189 -0.512
N -0.612 -1.930 -1.302
N -2.309 -0.818 -2.212
F -3.257 -1.785 -2.309
H 0.747 0.207 0.391

The calculation puts the LUMO energy (alpha / beta) at -0.6 / -0.5 eV. Its energy relative to the best compared isomer or geometry (same formula, charge and spin) is 553.45 kJ/mol. Its orbital gap (alpha / beta) is 0.3353 / 0.3376 Ha.



The following is a quantum chemistry calculation of 2 unconnected molecules or ions with the total composition FHNO3P at a distorted geometry, from OMol25.

Geometry (Å):
N 0.839 -0.313 0.416
O -0.750 1.018 -1.390
O -1.063 1.226 1.151
O -1.573 -0.996 -0.020
F 1.110 -1.598 -0.087
P -0.830 0.328 -0.045
H 2.267 0.335 -0.024

The calculation puts the LUMO energy (alpha / beta) at 7.7 / 7.7 eV. Its energy relative to the best compared isomer or geometry (same formula, charge and spin) is 242.67 kJ/mol. As for the net charge: -2. Its orbital gap (alpha / beta) is 0.2538 / 0.2537 Ha.